Record 1
DFT (wB97M-V/def2-TZVPD) results for a 2-piece molecular cluster, C2H10N2S2 overall.

Last column: natural (NBO) charge in e.
Atoms and positions in Å:
C: 2.66253 1.50524 0.29962  -0.79
S: 2.79829 -0.11599 -0.43710  0.11
S: 2.32580 -1.24989 1.19884  -0.16
H: 2.89030 1.66716 1.33912  0.24
H: 3.03984 2.27637 -0.34250  0.23
H: 1.50595 1.83926 0.46096  0.20
H: 1.22668 -0.48076 1.48533  0.17
N: -2.68485 -1.09544 -0.96416  -0.85
C: -1.40239 -0.50919 -0.73893  -0.06
N: -1.09521 -0.46204 0.74191  -0.84
H: -3.52013 -0.52422 -0.80502  0.36
H: -2.54999 -1.16907 -1.97072  0.36
H: -1.35915 0.48355 -1.24407  0.15
H: -0.58337 -0.89020 -1.22447  0.19
H: -1.77063 0.12850 1.19997  0.34
H: -1.48367 -1.40328 1.00122  0.36

Charge   0
Energy above the lowest of the compared OMol25 structures with the same formula, charge and spin   141.2 kJ/mol
SMILES   CSS.NCN
Maximum force   5.1 eV Å⁻¹
LUMO   0.75 eV
Kohn-Sham gap   0.327 Eh

=====

Record 2
DFT (wB97M-V/def2-TZVPD) results for a single C2H10N3 molecule.

Last column: natural (NBO) charge in e.
Atoms and positions in Å:
C: 1.37892 -0.17531 0.22505  -0.18
N: 1.15952 -0.94728 -0.98018  -0.87
H: 1.45720 -0.80957 1.05392  0.20
H: 2.23984 0.48572 0.05370  0.16
H: 1.53729 -0.51318 -1.81021  0.37
H: 1.42153 -1.91597 -0.87875  0.37
N: 0.29118 0.84548 0.38191  -0.81
C: -1.06811 0.24792 0.80491  -0.09
N: -1.84401 -0.08800 -0.30325  -0.86
H: 0.16444 1.34144 -0.52460  0.34
H: 0.70083 1.61574 0.98782  0.19
H: -0.78117 -0.61130 1.35787  0.18
H: -1.52582 0.96572 1.47704  0.21
H: -2.55164 0.55114 -0.61069  0.39
H: -1.66288 -0.92023 -0.82649  0.40

Charge   0
Energy above the lowest of the compared OMol25 structures with the same formula, charge and spin   161.3 kJ/mol
Maximum force   3.4 eV Å⁻¹
2S+1   2
LUMO (alpha / beta)   1.04 / 0.75 eV
Expectation value of S²   0.7507
Kohn-Sham gap (alpha / beta)   0.149 / 0.383 Eh

=====

Record 3
DFT (wB97M-V/def2-TZVPD) results for a 2-piece molecular cluster, C2H10N3 overall.

Last column: natural (NBO) charge in e.
Atoms and positions in Å:
C: 0.01684 2.55117 0.23168  -0.41
N: -0.91705 1.43463 0.29346  -0.85
H: -0.45428 3.53177 0.44933  0.16
H: 0.71978 2.48633 1.05513  0.19
H: 0.44780 2.60604 -0.77626  0.20
H: -1.54446 1.36269 -0.50300  0.36
H: -1.58216 1.52722 1.05180  0.35
H: -0.28989 -0.93202 0.97983  0.39
N: 1.34392 -1.67551 -0.93787  -0.86
C: 0.29735 -2.38086 -0.39041  0.01
N: -0.49416 -1.83218 0.58259  -0.86
H: 1.92319 -2.14297 -1.60907  0.38
H: 1.80871 -0.86857 -0.55816  0.38
H: 0.01850 -3.35573 -0.80820  0.16
H: -1.29410 -2.31200 0.93916  0.39

Charge   0
Energy above the lowest of the compared OMol25 structures with the same formula, charge and spin   27.8 kJ/mol
Maximum force   1.8 eV Å⁻¹
2S+1   2
LUMO (alpha / beta)   1.06 / 1.02 eV
Expectation value of S²   0.7529
Kohn-Sham gap (alpha / beta)   0.187 / 0.358 Eh

=====

Record 4
DFT (wB97M-V/def2-TZVPD) results for a 2-piece molecular cluster, C2H10N3 overall.

Last column: natural (NBO) charge in e.
Atoms and positions in Å:
C: -1.75627 0.08441 -0.38571  -0.31
C: 0.75900 0.30896 -1.02443  -0.45
N: 0.30913 -1.36609 0.46849  -0.62
N: 0.71401 0.91893 1.23761  -0.61
N: 0.25500 -0.04217 0.27738  0.06
H: -2.47952 -0.18872 0.37218  0.22
H: -1.88531 1.03290 -0.90073  0.21
H: -1.62807 -0.71909 -1.19232  0.22
H: 0.47567 -0.46406 -1.86000  0.25
H: 0.31263 1.23488 -1.39291  0.23
H: 1.79279 0.38478 -1.02436  0.23
H: -0.17847 -1.66379 1.22096  0.39
H: 1.06421 -1.82548 0.11282  0.40
H: 0.42910 1.87002 0.98637  0.40
H: 0.37608 0.62300 2.15782  0.39

Charge   +1
Energy above the lowest of the compared OMol25 structures with the same formula, charge and spin   561.8 kJ/mol
Maximum force   5.7 eV Å⁻¹
LUMO (alpha / beta)   -5.08 / -5.08 eV
Kohn-Sham gap (alpha / beta)   0.333 / 0.333 Eh

=====

Record 5
DFT (wB97M-V/def2-TZVPD) results for an isolated ion of composition C2H10N3 and charge +1.

Last column: natural (NBO) charge in e.
Atoms and positions in Å:
C: -1.29117 0.08586 0.34033  -0.04
N: -2.19713 -0.85853 -0.18823  -0.84
H: -1.37188 1.03637 -0.17772  0.22
H: -1.27984 0.30742 1.40985  0.19
H: -2.20747 -1.71182 0.36533  0.38
H: -3.14769 -0.54136 -0.30937  0.41
N: 0.09669 -0.38878 -0.00420  -0.52
C: 1.23437 0.52908 0.33869  -0.05
N: 2.00196 0.67490 -0.86905  -0.85
H: 0.10835 -0.47526 -1.03024  0.45
H: 0.27082 -1.34837 0.30296  0.43
H: 0.78144 1.43419 0.71516  0.22
H: 1.84045 0.06151 1.11195  0.20
H: 2.44563 -0.19660 -1.13036  0.38
H: 2.71548 1.39139 -0.87510  0.41

Charge   +1
Energy above the lowest of the compared OMol25 structures with the same formula, charge and spin   121.5 kJ/mol
SMILES   NC[NH2+]CN
Maximum force   1.1 eV Å⁻¹
LUMO   -3.22 eV
Kohn-Sham gap   0.414 Eh

=====

Record 6
DFT (wB97M-V/def2-TZVPD) results for a 2-piece molecular cluster, C2H10N3 overall.

Last column: natural (NBO) charge in e.
Atoms and positions in Å:
N: -0.76941 -2.30882 -1.38722  -0.80
C: -0.01603 -1.35845 -0.65650  -0.05
N: -0.84049 -0.27809 0.04260  -0.74
H: -1.27321 -2.95980 -0.79963  0.38
H: -1.39521 -1.91221 -2.07606  0.38
H: 0.54087 -1.85383 0.12788  0.22
H: 0.67063 -0.82222 -1.30452  0.21
H: -1.47465 0.15491 -0.62808  0.42
H: -1.43824 -0.70041 0.75540  0.42
C: 1.48448 2.41406 0.77211  0.04
N: 0.51769 1.77182 1.27847  -0.67
H: 1.67592 2.35114 -0.28994  0.18
H: 2.12604 3.05577 1.37626  0.19
H: 0.45561 1.92479 2.28180  0.38
H: -0.26401 0.52133 0.50745  0.46

Charge   +1
Energy above the lowest of the compared OMol25 structures with the same formula, charge and spin   125.4 kJ/mol
Maximum force   0.5 eV Å⁻¹
LUMO   -3.12 eV
Kohn-Sham gap   0.414 Eh

=====

Record 7
DFT (wB97M-V/def2-TZVPD) results for a 2-piece molecular cluster, C2H10N3O overall.

Last column: natural (NBO) charge in e.
Atoms and positions in Å:
C: 2.12056 0.57454 0.16451  -0.42
N: 0.64972 0.67310 0.08051  -0.56
C: -0.17271 0.10668 0.95019  0.68
N: -1.48298 0.30086 0.85252  -0.74
N: 0.27460 -0.87024 1.76922  -0.77
H: 2.50447 1.17231 -0.64984  0.25
H: 2.42960 0.74037 1.17313  0.22
H: 2.41351 -0.46723 -0.01565  0.20
H: 0.30217 0.98181 -0.80981  0.43
H: -1.81809 0.80417 0.04515  0.43
H: -2.13106 -0.19960 1.42147  0.42
H: -0.31897 -1.62583 2.05187  0.43
H: 1.26016 -1.05687 1.69708  0.41
H: -1.78170 -1.14360 -2.87140  0.49
H: -2.31843 0.25072 -3.29451  0.49
O: -1.93084 -0.24120 -2.56443  -0.97

Charge   +1
Energy above the lowest of the compared OMol25 structures with the same formula, charge and spin   64.4 kJ/mol
Maximum force   2.4 eV Å⁻¹
LUMO   -3.10 eV
Kohn-Sham gap   0.426 Eh

=====

Record 8
DFT (wB97M-V/def2-TZVPD) results for a 2-piece molecular cluster, C2H10N3O overall.

Last column: natural (NBO) charge in e.
Atoms and positions in Å:
C: -0.00325 0.20310 0.14420  0.66
N: -1.04695 -0.58582 -0.12874  -0.77
N: -0.11139 1.05358 1.09074  -0.55
N: 1.09426 0.14499 -0.56953  -0.76
C: -1.20598 1.49723 1.97238  -0.43
H: -0.95054 -1.32059 -0.83398  0.43
H: -1.74121 -0.68020 0.61665  0.42
H: 0.73077 1.39979 1.55704  0.42
H: 1.87339 0.75658 -0.31374  0.42
H: 1.25167 -0.65006 -1.19376  0.45
H: -2.10584 1.41416 1.33994  0.22
H: -1.06340 2.55673 2.24392  0.25
H: -1.37000 0.91643 2.89561  0.23
O: 1.67916 -1.98857 -2.65174  -0.97
H: 2.10238 -2.81829 -2.96907  0.51
H: 0.86692 -1.89906 -3.19993  0.48

Charge   +1
Energy above the lowest of the compared OMol25 structures with the same formula, charge and spin   58.6 kJ/mol
Maximum force   5.8 eV Å⁻¹
LUMO   -3.01 eV
Kohn-Sham gap   0.434 Eh

=====

Record 9
DFT (wB97M-V/def2-TZVPD) results for a 3-piece molecular cluster, C2H10N3O overall.

Last column: natural (NBO) charge in e.
Atoms and positions in Å:
C: 1.88563 -3.63840 0.10683  -0.28
C: -0.38113 0.17100 -0.45266  0.24
N: -0.30436 1.32396 0.00288  -0.70
N: 0.56144 -1.93406 0.99796  -0.14
N: -1.60539 3.87162 -0.46116  -1.08
O: 0.66460 -3.12071 0.59116  -0.23
H: 1.84606 -3.79773 -0.95013  0.22
H: 2.21007 -4.53327 0.58923  0.23
H: 2.68829 -2.89596 0.30522  0.21
H: -1.19333 -0.13421 -1.09428  0.18
H: -0.88754 2.14699 -0.25623  0.46
H: 0.36287 1.58333 0.71558  0.42
H: -0.37127 -1.80315 1.39893  0.33
H: -1.12813 4.74010 -0.03697  0.39
H: -1.70113 4.16930 -1.32724  0.36
H: -2.64668 3.85119 -0.12911  0.39

Charge   +1
Energy above the lowest of the compared OMol25 structures with the same formula, charge and spin   760.0 kJ/mol
Maximum force   6.3 eV Å⁻¹
LUMO (alpha / beta)   -5.73 / -4.07 eV
Kohn-Sham gap (alpha / beta)   0.245 / 0.361 Eh

=====

Record 10
DFT (wB97M-V/def2-TZVPD) results for C2H10N3PtS as an isolated structure.

Last column: natural (NBO) charge in e.
Atoms and positions in Å:
C: 1.07679 -2.97236 1.24517  -0.85
Pt: -0.13436 0.97128 -0.08986  0.66
N: -1.20697 2.26212 -1.45635  -1.06
N: 1.60487 0.68838 -1.25068  -1.14
H: -1.10747 3.26157 -1.25087  0.41
H: 0.72967 -3.87993 0.78711  0.23
H: 0.75423 -2.92664 2.29266  0.22
H: 0.59825 -2.13892 0.67868  0.17
H: 2.15554 -2.92816 1.13412  0.22
H: 2.20729 1.50641 -1.39021  0.40
H: 1.38766 0.28678 -2.16827  0.41
H: 2.17189 -0.00243 -0.76084  0.42
H: -0.96628 2.12857 -2.43651  0.42
H: -2.21160 2.07592 -1.36816  0.42
S: -1.90776 0.94774 1.19945  0.33
C: -1.18921 1.70837 2.54811  -0.12
N: -0.76978 2.19642 3.53498  -0.14

Charge   +1
Energy above the lowest of the compared OMol25 structures with the same formula, charge and spin   96.8 kJ/mol
Maximum force   4.1 eV Å⁻¹
2S+1   5
LUMO (alpha / beta)   -3.80 / -7.88 eV
Expectation value of S²   6.0297
Kohn-Sham gap (alpha / beta)   0.162 / 0.275 Eh

=====

Record 11
DFT (wB97M-V/def2-TZVPD) results for a 2-piece molecular cluster, C2H10N3S overall.

Last column: natural (NBO) charge in e.
Atoms and positions in Å:
C: 0.00854 -0.99675 -0.90071  -0.61
C: 0.74812 0.23790 -0.52445  0.58
N: 1.70910 0.12106 0.42103  -0.70
N: 0.57617 1.40682 -1.13865  -0.71
N: -1.58171 0.99543 1.60164  -1.07
S: 0.08616 -2.40737 0.36155  0.00
H: 0.17939 -1.32416 -1.85706  0.27
H: -1.11204 -0.82063 -1.00480  0.28
H: 2.37295 0.78262 0.54176  0.41
H: 1.91256 -0.87787 0.54689  0.43
H: -0.15640 1.47694 -1.85247  0.44
H: 1.21264 2.26025 -0.91633  0.45
H: -2.42266 1.43487 1.26085  0.36
H: -1.63301 0.06441 1.37944  0.34
H: -1.71540 0.99776 2.57148  0.37
H: -0.18440 -3.35129 -0.49020  0.16

Charge   +1
Energy above the lowest of the compared OMol25 structures with the same formula, charge and spin   118.8 kJ/mol
Maximum force   5.8 eV Å⁻¹
LUMO   -3.63 eV
Kohn-Sham gap   0.373 Eh

=====

Record 12
DFT (wB97M-V/def2-TZVPD) results for a 2-piece molecular cluster, C2H10N4 overall.

Last column: natural (NBO) charge in e.
Atoms and positions in Å:
C: 0.01896 -0.49255 -1.13948  -0.20
C: -0.23190 1.60061 0.14477  -0.55
N: 1.45268 -0.77102 -0.92405  -0.07
N: -0.67278 0.44170 -0.41087  0.06
N: 2.15218 -0.05404 -0.24621  -0.10
N: -1.49611 -0.71821 1.48780  -0.75
H: -0.06735 -0.17043 -2.20493  0.31
H: -0.51763 -1.45520 -1.15135  0.28
H: -0.48812 2.38251 -0.60785  0.32
H: -0.91851 1.93943 0.93676  0.27
H: 0.82312 1.69496 0.41681  0.31
H: 1.77780 -1.64104 -1.40270  0.46
H: 3.14434 -0.28821 -0.10923  0.43
H: -0.88878 -0.63610 2.29541  0.41
H: -2.32933 -0.14765 1.60078  0.42
H: -1.75855 -1.68478 1.31432  0.41

Charge   +2
Energy above the lowest of the compared OMol25 structures with the same formula, charge and spin   256.5 kJ/mol
Maximum force   3.2 eV Å⁻¹
2S+1   3
LUMO (alpha / beta)   -10.68 / -12.52 eV
Expectation value of S²   2.0118
Kohn-Sham gap (alpha / beta)   0.305 / 0.257 Eh

=====

Record 13
DFT (wB97M-V/def2-TZVPD) results for a 2-piece molecular cluster, C2H10N4O2 overall.

Last column: natural (NBO) charge in e.
Atoms and positions in Å:
C: 0.84712 -1.49400 -0.69775  -0.41
N: 0.57580 -0.07872 -0.71537  -0.25
C: 0.84964 0.82680 0.35463  0.62
N: 0.09955 0.46241 -1.88669  -0.64
N: 1.84150 0.32178 1.21906  -0.84
O: 0.76906 2.04907 0.10365  -0.62
H: 0.38754 1.44482 -1.92019  0.38
H: -0.91705 0.39927 -1.92721  0.37
H: 1.55200 -0.33780 1.92385  0.39
H: 2.38627 1.06471 1.63677  0.40
H: 1.91596 -1.66511 -0.85854  0.20
H: 0.55816 -1.93147 0.25674  0.20
H: 0.30392 -1.97125 -1.51244  0.22
N: -2.51993 -0.30893 0.78572  -0.55
O: -1.83626 0.81896 0.39298  -0.63
H: -0.71014 1.07479 0.71146  0.48
H: -2.66607 -0.36682 1.79363  0.32
H: -3.43707 -0.30851 0.33970  0.35

Charge   0
Energy above the lowest of the compared OMol25 structures with the same formula, charge and spin   482.6 kJ/mol
SMILES   CN(N)C(N)=O.NO
Maximum force   5.8 eV Å⁻¹
LUMO   0.42 eV
Kohn-Sham gap   0.315 Eh

=====

Record 14
DFT (wB97M-V/def2-TZVPD) results for a 2-piece molecular cluster, C2H10N4P overall.

Last column: natural (NBO) charge in e.
Atoms and positions in Å:
C: -1.53231 -0.06683 2.11578  0.32
C: 1.30476 -1.07317 -1.63752  -0.45
N: 1.38887 -0.04337 -0.63605  -0.95
N: -1.41074 -0.08460 0.83864  -0.84
N: -0.11688 1.44959 -1.94936  -1.18
N: -0.58059 0.23747 2.98154  -0.78
P: 0.69954 1.32916 -0.54371  1.50
H: -2.39122 -0.35121 2.72541  0.17
H: 2.12181 -0.86742 -2.36392  0.23
H: 0.33813 -1.07020 -2.09676  0.21
H: 1.70364 -2.06608 -1.30755  0.25
H: -2.30021 -0.37723 0.30785  0.38
H: -0.54733 2.17002 -2.49214  0.45
H: -0.11591 0.75865 -2.73016  0.42
H: 1.77890 -0.42444 0.26859  0.45
H: -0.67440 0.10700 3.97871  0.42
H: 0.33395 0.37268 2.54064  0.38

Charge   +1
Energy above the lowest of the compared OMol25 structures with the same formula, charge and spin   121.7 kJ/mol
Maximum force   4.6 eV Å⁻¹
LUMO   -3.91 eV
Kohn-Sham gap   0.334 Eh

=====

Record 15
DFT (wB97M-V/def2-TZVPD) results for C2H10N6 as an isolated structure.

Last column: natural (NBO) charge in e.
Atoms and positions in Å:
C: -1.37647 -1.58383 0.70545  -0.43
C: 0.70558 0.57693 0.13410  0.52
H: -1.03836 -2.76060 0.82072  0.23
H: -2.69681 -1.59400 0.52249  0.18
H: -1.02456 -0.87847 1.36988  0.19
H: -1.77724 -0.16706 -0.76294  0.31
H: 0.87504 -1.41651 -0.60896  0.43
H: 0.26888 2.52162 0.90355  0.40
H: -2.06439 1.05408 -0.36018  0.32
H: -0.76469 2.50500 -1.22326  0.35
H: 3.56757 -0.81213 0.51294  0.38
H: 3.10289 -0.16189 -1.04409  0.36
N: -1.17275 -0.87743 -0.67093  -0.44
N: 0.24294 -0.48460 -0.74440  -0.52
N: -0.19600 1.61055 0.51766  -0.52
N: -1.33356 2.16651 -0.23929  -0.61
N: 1.95315 0.69730 0.29928  -0.41
N: 2.72878 -0.39547 -0.13202  -0.73

Charge   0
Energy above the lowest of the compared OMol25 structures with the same formula, charge and spin   843.3 kJ/mol
Maximum force   8.2 eV Å⁻¹
LUMO   0.63 eV
Kohn-Sham gap   0.321 Eh

=====

Record 16
DFT (wB97M-V/def2-TZVPD) results for a 2-piece molecular cluster, C2H10N6S overall.

Last column: natural (NBO) charge in e.
Atoms and positions in Å:
C: -2.34791 0.41861 -0.16235  0.12
C: -0.17041 0.75925 0.50012  0.19
N: -1.43985 1.41740 0.02005  -0.58
N: -1.53954 -0.87530 0.19479  0.17
N: 1.09403 1.23202 -0.02286  -0.84
N: -2.20889 -1.93618 -0.06687  -0.48
N: -0.29763 -0.62177 0.32932  -0.17
N: 3.14958 -0.53771 -0.30585  -0.89
S: -3.97610 0.32526 -0.30520  0.20
H: -0.10454 1.07383 1.49858  0.23
H: -1.70224 2.31858 0.31161  0.46
H: 1.24883 2.19270 0.32664  0.42
H: 1.02898 1.31831 -1.04008  0.39
H: -3.29091 -1.79290 0.02397  0.47
H: -1.70285 -2.86218 0.05763  0.46
H: 3.07188 -1.63926 -0.44651  0.46
H: 2.99679 -0.29116 -1.26034  0.44
H: 3.95300 -0.24265 0.20503  0.47
H: 2.23778 -0.25685 0.14233  0.47

Charge   +2
Energy above the lowest of the compared OMol25 structures with the same formula, charge and spin   88.9 kJ/mol
Maximum force   5.6 eV Å⁻¹
LUMO (alpha / beta)   -9.16 / -9.16 eV
Kohn-Sham gap (alpha / beta)   0.292 / 0.292 Eh